Here is a molecular structure, C16H30BBeFN2O12Pb in a non-equilibrium geometry from the OMol25 dataset. Energies are from ωB97M-V with the def2-TZVPD basis set.

XYZ file:
```
64
Properties=species:S:1:pos:R:3
Be 0.79659 -2.95650 -0.03878
Pb 1.61294 0.89369 -2.46550
O -0.78394 -2.47385 -1.91030
C -1.77877 -1.96683 -2.40378
O -2.96002 -2.53470 -2.48876
B -3.96423 -1.47089 -2.70476
O -3.16771 -0.21908 -2.90539
C -1.93041 -0.48287 -2.64117
O -0.99312 0.28736 -2.51943
O -4.85948 -1.41716 -1.55394
C -6.11336 -1.62310 -1.92809
O -7.05756 -1.81920 -1.22586
C -6.11708 -1.74196 -3.47396
O -4.85921 -1.65359 -3.87080
O -7.11762 -1.84879 -4.13356
F 1.26555 -1.10076 -0.95730
C -2.68104 -2.33725 0.75467
O -1.32567 -2.25667 1.16767
C -1.14946 -1.29515 2.24884
C 0.19148 -1.57831 2.87597
N 1.25415 -1.51436 1.86860
C 2.52144 -1.98435 2.44719
C 3.55979 -1.90571 1.37644
O 3.28998 -2.75031 0.26745
C 4.32472 -2.76426 -0.71353
H -2.76602 -3.09784 -0.02064
H -2.95460 -1.39072 0.28509
H -3.31955 -2.63937 1.58475
H -1.94619 -1.48457 2.96926
H -1.26518 -0.30332 1.80912
H 0.24444 -2.47187 3.49539
H 0.38832 -0.74289 3.55404
H 1.40785 -0.51806 1.73545
H 2.53991 -3.00795 2.82454
H 2.89483 -1.38173 3.27639
H 4.57759 -2.09925 1.72863
H 3.72273 -0.86558 1.06957
H 4.83857 -1.81027 -0.84989
H 3.98376 -3.02573 -1.71353
H 5.09843 -3.46812 -0.40377
C -0.50394 3.56950 -3.59862
O 0.50208 3.13233 -2.64465
C 0.65622 4.17782 -1.63755
C 1.63652 3.66797 -0.59771
N 1.59082 2.25663 -0.21322
C 0.38932 1.88911 0.57679
C 0.64073 2.24654 2.05769
O 1.71814 1.42816 2.49953
C 2.06364 1.71413 3.86515
H -0.55576 2.83131 -4.39556
H -0.32567 4.57492 -3.97692
H -1.45000 3.57647 -3.05540
H -0.30363 4.16209 -1.11470
H 0.90084 5.18363 -1.97281
H 1.71340 4.39263 0.21787
H 2.67260 3.77477 -0.93693
H 2.34349 2.11904 0.45486
H 0.27523 0.81837 0.39620
H -0.49765 2.37467 0.17063
H -0.25916 2.14625 2.67089
H 0.86634 3.30669 2.20391
H 2.47368 2.72606 3.88805
H 2.84603 1.03262 4.18953
H 1.20391 1.72014 4.53664
```

Calculated values
Relative energy (zero: lowest compared OMol25 entry of this formula, charge and spin): 2.504 eV
Net charge: +2
HOMO-LUMO gap: 4.20 eV
Total energy: -53658.2896 eV
LUMO: -8.87 eV
E_HOMO: -0.4802 hartree